Record 1
{
  "formula": "C29H26BClN11O4RbS2",
  "method": "wB97M-V/def2-TZVPD",
  "gap_ha": 0.2434,
  "total_charge": -2,
  "largest_force_ev_per_a": 3.316,
  "total_energy_ev": -90604.4644,
  "mol_weight_g_mol": 788.467,
  "homo_ev": -2.87,
  "relative_energy_ev": 0.000,
  "species": ["Rb", "C", "C", "N", "N", "C", "B", "N", "C", "C", "C", "N", "N", "C", "C", "C", "N", "H", "H", "H", "H", "H", "H", "H", "H", "H", "H", "N", "C", "C", "C", "C", "C", "C", "S", "O", "O", "N", "C", "N", "C", "C", "C", "N", "H", "H", "H", "H", "H", "H", "H", "H", "H", "S", "C", "C", "N", "C", "H", "H", "H", "Cl", "C", "C", "C", "C", "C", "C", "C", "O", "O", "H", "H", "H", "H"],
  "coordinates": [[0.8054, 0.4082, 0.0045], [-2.6527, 4.6604, -0.5475], [-2.2889, 3.2960, -0.8139], [-0.9154, 3.2023, -0.8679], [-0.4292, 4.5132, -0.7041], [-1.4573, 5.3687, -0.4853], [1.0525, 4.8164, -0.3492], [1.9399, 3.9755, -1.3178], [2.3910, 4.4694, -2.5055], [3.1508, 3.4978, -3.1576], [3.1898, 2.3857, -2.2595], [2.4447, 2.6744, -1.1496], [1.4214, 4.3380, 1.0681], [1.9902, 5.1167, 2.0132], [2.1363, 4.3894, 3.2101], [1.5546, 3.1259, 2.8777], [1.1992, 3.0950, 1.5586], [-3.6764, 4.9744, -0.3884], [-2.9034, 2.3695, -0.8820], [-1.3003, 6.4053, -0.2711], [1.2379, 6.0533, -0.4783], [2.2640, 5.5114, -2.8002], [3.7611, 3.5838, -4.0885], [3.5946, 1.3853, -2.3493], [2.2945, 6.1148, 1.7439], [2.5191, 4.7076, 4.1671], [1.3847, 2.1768, 3.4457], [-4.7628, -6.3344, -1.2382], [-3.6542, -5.5343, -1.4616], [-3.4865, -4.3729, -0.6768], [-2.3836, -3.5957, -0.8940], [-1.4276, -3.9832, -1.8279], [-1.7096, -5.0449, -2.7035], [-2.7358, -5.9138, -2.4801], [0.1809, -3.3019, -1.8950], [0.5181, -3.3325, -0.4941], [0.8894, -4.1073, -2.8555], [0.1575, -1.7475, -2.2876], [0.3427, -1.2162, -3.4631], [0.0430, -1.8510, -4.6372], [-0.1399, -1.1622, -5.7315], [0.2981, 0.1594, -5.8402], [0.7838, 0.7261, -4.6803], [0.7685, 0.0952, -3.5223], [-5.3169, -6.1204, -0.4284], [-4.6007, -7.3092, -1.4094], [-4.2051, -4.1947, 0.1023], [-2.1623, -2.6954, -0.3285], [-1.0465, -5.2511, -3.5354], [-2.8843, -6.8656, -3.0711], [-0.5492, -1.7174, -6.5815], [0.2322, 0.7686, -6.7322], [1.1630, 1.7433, -4.5820], [5.0780, -1.7043, 2.5450], [5.6709, -1.5531, 0.8788], [4.6562, -1.0701, 0.0657], [3.4778, -0.8149, 0.7222], [3.5576, -1.2510, 1.9641], [6.7300, -1.7753, 0.6024], [4.7240, -0.8703, -0.9867], [2.7216, -1.1726, 2.6215], [-3.8129, -2.1176, 7.8101], [-2.8222, -1.5962, 6.5307], [-1.5025, -1.1175, 6.6997], [-0.8176, -0.6918, 5.6169], [-1.3341, -0.7599, 4.2917], [-2.6675, -1.1679, 4.1171], [-3.3729, -1.5829, 5.2311], [-0.5406, -0.3129, 3.0537], [-1.1509, -0.3215, 1.9619], [0.6845, -0.0272, 3.2736], [-1.0666, -1.1196, 7.6905], [0.2136, -0.3186, 5.6555], [-3.1071, -1.0520, 3.1292], [-4.3397, -2.0590, 5.1073]]
}



Record 2
{
  "formula": "C29H26ClN4O2PtSSi2",
  "method": "wB97M-V/def2-TZVPD",
  "gap_ha": 0.2223,
  "total_charge": -1,
  "largest_force_ev_per_a": 0.305,
  "total_energy_ev": -82917.1264,
  "mol_weight_g_mol": 781.323,
  "homo_ev": -4.65,
  "relative_energy_ev": 0.000,
  "species": ["Pt", "S", "N", "C", "C", "C", "C", "C", "N", "C", "C", "N", "C", "C", "C", "C", "C", "N", "H", "H", "H", "H", "H", "H", "C", "Si", "C", "C", "C", "C", "C", "C", "C", "Si", "C", "C", "H", "H", "H", "H", "H", "H", "H", "H", "H", "H", "H", "H", "H", "H", "H", "H", "Cl", "C", "C", "C", "C", "C", "C", "C", "O", "O", "H", "H", "H", "H"],
  "coordinates": [[0.6192, -0.1727, 0.2460], [-7.4212, 0.1556, 0.6574], [-6.3703, -1.0568, 0.4486], [-5.1682, -0.5146, 0.3750], [-3.9183, -1.2389, 0.2030], [-3.8571, -2.6275, 0.0981], [-2.6278, -3.2263, -0.0437], [-1.4846, -2.4253, -0.0494], [-1.5365, -1.1057, 0.0607], [-2.7278, -0.5071, 0.1598], [-2.7499, 0.9783, 0.2268], [-1.5859, 1.6028, 0.0789], [-1.5551, 2.9172, 0.1510], [-2.6933, 3.6987, 0.3725], [-3.9083, 3.0635, 0.5011], [-3.9492, 1.6722, 0.4187], [-5.1829, 0.9065, 0.4992], [-6.3941, 1.4062, 0.6635], [-4.7738, -3.2021, 0.1269], [-2.5300, -4.2983, -0.1395], [-0.4935, -2.8450, -0.1513], [-0.5787, 3.3743, 0.0285], [-2.6130, 4.7754, 0.4301], [-4.8277, 3.6134, 0.6553], [0.0493, -2.0053, 3.2037], [0.6785, -0.3493, 2.5096], [-0.3986, 0.9247, 3.4295], [2.4382, -0.1295, 3.1978], [2.7947, -0.1942, 4.5480], [4.1088, -0.0095, 4.9520], [5.0921, 0.2489, 4.0018], [4.7502, 0.3156, 2.6589], [3.4296, 0.1293, 2.2397], [2.8428, 0.1802, 0.4299], [3.4185, 1.8409, -0.2816], [3.8533, -1.1160, -0.5066], [0.1310, -2.0352, 4.2955], [0.6211, -2.8423, 2.7967], [-1.0034, -2.1595, 2.9443], [-0.3230, 0.8173, 4.5156], [-1.4510, 0.8059, 3.1522], [-0.0971, 1.9416, 3.1647], [2.0355, -0.3949, 5.2994], [4.3713, -0.0656, 6.0028], [6.1210, 0.3953, 4.3122], [5.5271, 0.5154, 1.9259], [4.5078, 1.9438, -0.2471], [2.9775, 2.6751, 0.2690], [3.0999, 1.9152, -1.3246], [4.9251, -0.8936, -0.4778], [3.5345, -1.1526, -1.5514], [3.6941, -2.1066, -0.0760], [0.6067, 0.5632, -8.5997], [0.5435, 0.1464, -6.9005], [0.8251, 1.1170, -5.9543], [0.7710, 0.7787, -4.6100], [0.4389, -0.5116, -4.2145], [0.1641, -1.4667, -5.1847], [0.2135, -1.1467, -6.5334], [0.3713, -0.8956, -2.7406], [0.0750, -2.0622, -2.4609], [0.6084, 0.0614, -1.9415], [1.0838, 2.1189, -6.2693], [0.9866, 1.5095, -3.8421], [-0.0888, -2.4656, -4.8554], [0.0001, -1.8855, -7.2942]]
}



Record 3
{
  "formula": "C29H26ClN5O7",
  "method": "wB97M-V/def2-TZVPD",
  "gap_ha": 0.3158,
  "largest_force_ev_per_a": 1.413,
  "total_energy_ev": -64798.4770,
  "smiles": "NC(=O)[C@H]1C[C@]2(CC(c3cccc(NC(=O)COc4ccc(Cl)cc4)c3)=NO2)CN1C(=O)Cc1ccc([N+](=O)[O-])cc1",
  "mol_weight_g_mol": 592.008,
  "homo_ev": -8.87,
  "relative_energy_ev": 0.000,
  "species": ["N", "C", "O", "C", "N", "C", "O", "C", "C", "C", "C", "C", "C", "C", "H", "H", "N", "O", "O", "H", "H", "H", "H", "C", "C", "C", "C", "N", "O", "C", "C", "C", "C", "C", "C", "H", "H", "H", "N", "C", "O", "C", "O", "C", "C", "C", "C", "C", "C", "H", "H", "Cl", "H", "H", "H", "H", "H", "H", "H", "H", "C", "H", "H", "H", "H", "H", "H", "H"],
  "coordinates": [[-4.4688, -0.7141, -1.1119], [-4.7122, -0.6993, 0.2086], [-5.6721, -1.2291, 0.7228], [-3.6811, 0.0643, 1.0675], [-3.2257, 1.3090, 0.4877], [-3.8036, 2.5315, 0.5418], [-3.2509, 3.4975, 0.0537], [-5.1465, 2.6346, 1.2502], [-6.2411, 1.8662, 0.5708], [-6.2957, 1.8186, -0.8203], [-7.2813, 1.0956, -1.4578], [-8.2327, 0.4276, -0.6960], [-8.2149, 0.4940, 0.6909], [-7.2167, 1.2115, 1.3162], [-7.1838, 1.2485, 2.3944], [-8.9661, -0.0359, 1.2551], [-9.2426, -0.3524, -1.3565], [-10.1709, -0.7600, -0.6914], [-9.1063, -0.5570, -2.5460], [-7.3283, 1.0345, -2.5344], [-5.5521, 2.3458, -1.3988], [-5.0405, 2.3087, 2.2872], [-5.4044, 3.6979, 1.2557], [-1.8823, 1.2171, -0.0607], [-1.4361, -0.2317, 0.1556], [0.0564, -0.4259, 0.4574], [0.4853, -1.2673, -0.7232], [-0.4789, -1.5260, -1.5152], [-1.6409, -0.9688, -1.0796], [1.8368, -1.7383, -0.9500], [2.8433, -1.4311, -0.0375], [4.1388, -1.8810, -0.2559], [4.4276, -2.6380, -1.3893], [3.4245, -2.9426, -2.2926], [2.1335, -2.4999, -2.0818], [1.3418, -2.7292, -2.7759], [3.6568, -3.5304, -3.1674], [5.4370, -2.9846, -1.5592], [5.1819, -1.6010, 0.6318], [5.1622, -0.8625, 1.7664], [4.1960, -0.3177, 2.2524], [6.5423, -0.7942, 2.4365], [7.6222, -0.9844, 1.5526], [7.9294, 0.0237, 0.6756], [7.1568, 1.1611, 0.4748], [7.5567, 2.1126, -0.4487], [8.7210, 1.9283, -1.1731], [9.4957, 0.7927, -0.9838], [9.0990, -0.1537, -0.0628], [9.6864, -1.0422, 0.1056], [10.4019, 0.6549, -1.5515], [9.2135, 3.1189, -2.3250], [6.9575, 2.9958, -0.6032], [6.2412, 1.3212, 1.0218], [6.6079, -1.6167, 3.1566], [6.6231, 0.1503, 2.9862], [6.0835, -1.9867, 0.3744], [2.6342, -0.8467, 0.8418], [0.6011, 0.5178, 0.4873], [0.2223, -0.9562, 1.3959], [-2.3943, -0.7580, 1.2336], [-2.5744, -1.8260, 1.1171], [-1.9615, -0.5774, 2.2180], [-1.8797, 1.4818, -1.1228], [-1.2324, 1.9284, 0.4603], [-4.1623, 0.2316, 2.0365], [-5.0750, -1.2764, -1.6886], [-3.5617, -0.4791, -1.4804]]
}